No. 1
The following is a quantum chemistry calculation of the molecule C3H5FO3, from OMol25.

Largest force on an atom, eV Å⁻¹: 3.5
M, u: 108.07
Net charge: 0
Frontier orbital gap, eV: 11.19
ΔE to the lowest compared entry with this formula, charge and spin, kJ/mol: 65.8

Element x y z (Å)
O (-1.8298, -1.4818, 0.4590)
C (-1.4840, -0.3571, 0.2227)
O (-2.1581, 0.6745, -0.3202)
C (-0.0475, 0.2076, 0.5961)
F (-0.0467, 1.5587, 0.4052)
C (1.0866, -0.2877, -0.3118)
O (2.4571, -0.0937, 0.0502)
H (-3.0504, 0.4675, -0.6121)
H (0.2816, 0.0333, 1.6273)
H (0.9126, -1.4596, -0.4823)
H (0.8672, 0.1173, -1.2977)
H (3.0115, 0.6210, -0.3366)

***

No. 2
The following is a quantum chemistry calculation of the molecule C4H6F2, from OMol25.

Largest force on an atom, eV Å⁻¹: 3.7
M, u: 92.09
Net charge: 0
Frontier orbital gap, eV: 11.24
ΔE to the lowest compared entry with this formula, charge and spin, kJ/mol: 109.0

Element x y z (Å)
F (-1.8112, -0.2271, 2.1237)
C (-0.8143, -0.9256, 1.4982)
C (0.0624, 0.0562, 0.6420)
C (0.1207, -0.1057, -0.6581)
C (0.7924, 0.8948, -1.5474)
F (1.2161, 1.9611, -0.7665)
H (-1.2376, -1.6577, 0.5870)
H (-0.2318, -1.4869, 2.2630)
H (0.4418, 0.9573, 1.1663)
H (-0.2935, -1.0488, -1.0928)
H (1.6863, 0.4495, -1.9288)
H (0.0687, 1.1329, -2.2866)

***

No. 3
The following is a quantum chemistry calculation of the ion C3H4NO with charge +1, from OMol25.

Largest force on an atom, eV Å⁻¹: 2.8
M, u: 70.07
Net charge: +1
Frontier orbital gap, eV: 10.27
ΔE to the lowest compared entry with this formula, charge and spin, kJ/mol: 472.8

Element x y z (Å)
C (-1.0132, 0.1728, -0.0554)
C (0.4339, 1.1981, 0.0324)
C (0.0630, -1.1287, -0.0043)
N (-0.9516, 1.4184, -0.0366)
O (-1.3732, -1.0264, 0.0297)
H (1.0405, 1.0463, 0.9368)
H (0.9869, 1.2367, -0.8386)
H (0.2291, -1.6109, -0.9281)
H (0.5845, -1.3064, 0.8641)

***

No. 4
The following is a quantum chemistry calculation of a structure of composition C37H34BF4InN4O5PS, from OMol25.

Largest force on an atom, eV Å⁻¹: 0.3
M, u: 879.37
Net charge: +1
Frontier orbital gap, eV: 7.02
ΔE to the lowest compared entry with this formula, charge and spin, kJ/mol: 38.1

Element x y z (Å)
In (-0.6476, 0.8698, 0.9585)
C (1.6931, 4.0059, 2.1838)
O (1.2042, 2.7290, 2.5699)
C (0.6270, 2.7422, 3.8679)
C (-0.8027, 3.2358, 3.8315)
O (-1.6476, 2.3801, 3.0779)
C (-2.5776, 1.5997, 3.8269)
C (-1.9827, 0.4518, 4.6052)
O (-1.5101, -0.5451, 3.7210)
C (-0.9642, -1.6502, 4.4158)
H (2.4195, 4.3746, 2.9136)
H (0.8879, 4.7397, 2.0825)
H (2.1835, 3.8907, 1.2219)
H (1.2089, 3.3889, 4.5350)
H (0.6769, 1.7209, 4.2475)
H (-0.8302, 4.2156, 3.3506)
H (-1.1859, 3.3522, 4.8510)
H (-3.2861, 1.2121, 3.0947)
H (-3.1084, 2.2461, 4.5321)
H (-2.7693, 0.0429, 5.2517)
H (-1.1674, 0.7935, 5.2567)
H (-1.6811, -2.0531, 5.1379)
H (-0.0438, -1.3765, 4.9410)
H (-0.7352, -2.4212, 3.6815)
S (3.6561, 4.7159, -4.8567)
N (4.1199, 3.5225, -3.8755)
C (3.1093, 3.2971, -3.0551)
C (3.0808, 2.3013, -1.9991)
C (4.1825, 1.5151, -1.6612)
C (4.0577, 0.5864, -0.6523)
C (2.8185, 0.4531, -0.0268)
N (1.7699, 1.2007, -0.3284)
C (1.8928, 2.1401, -1.2767)
C (0.7374, 3.0311, -1.5078)
N (-0.3331, 2.8760, -0.7146)
C (-1.3727, 3.6815, -0.8687)
C (-1.4092, 4.6967, -1.8259)
C (-0.3193, 4.8686, -2.6434)
C (0.7835, 4.0235, -2.4890)
C (1.9858, 4.1363, -3.2951)
N (2.1699, 4.9815, -4.2936)
H (5.1121, 1.6508, -2.1999)
H (4.8947, -0.0295, -0.3515)
H (2.6654, -0.2831, 0.7580)
H (-2.2271, 3.5023, -0.2286)
H (-2.2875, 5.3206, -1.9157)
H (-0.2871, 5.6390, -3.4039)
O (2.0295, -2.8982, 2.3110)
C (1.4541, -3.1767, 1.3187)
O (0.6208, -2.2196, 0.6885)
C (1.4350, -4.4337, 0.5346)
C (2.1002, -5.5956, 0.8872)
C (1.9744, -6.6948, 0.0508)
C (1.2016, -6.6259, -1.1066)
C (0.5378, -5.4575, -1.4571)
C (0.6643, -4.3632, -0.6194)
P (-0.0431, -2.7195, -0.6951)
C (0.5615, -1.8104, -2.0811)
C (-0.2410, -0.8132, -2.6417)
C (0.2466, -0.0888, -3.7196)
C (1.5092, -0.3628, -4.2262)
C (2.3025, -1.3600, -3.6643)
C (1.8331, -2.0928, -2.5907)
C (-1.7965, -2.7250, -0.5688)
C (-2.4566, -2.3589, 0.6009)
C (-3.8375, -2.4527, 0.6400)
C (-4.5376, -2.9100, -0.4645)
C (-3.8732, -3.2744, -1.6306)
C (-2.4965, -3.1797, -1.6928)
H (2.6979, -5.6290, 1.7885)
H (2.4784, -7.6185, 0.3025)
H (1.1145, -7.4971, -1.7422)
H (-0.0576, -5.4125, -2.3604)
H (-1.2150, -0.5837, -2.2225)
H (-0.3645, 0.6920, -4.1538)
H (1.8854, 0.2052, -5.0681)
H (3.2846, -1.5654, -4.0696)
H (2.4482, -2.8695, -2.1517)
H (-1.9128, -1.9665, 1.4523)
H (-4.3667, -2.1273, 1.5247)
H (-5.6176, -2.9580, -0.4278)
H (-4.4326, -3.6066, -2.4941)
H (-1.9710, -3.4300, -2.6082)
F (-3.4447, 0.6211, 0.7713)
B (-3.6254, 0.8476, -0.6297)
F (-4.0153, 2.1659, -0.8430)
F (-2.3176, 0.6393, -1.2252)
F (-4.5184, -0.0666, -1.1610)

***

The lowest ΔE to the lowest compared entry with this formula, charge and spin belongs to which entry?
C37H34BF4InN4O5PS